96
Properties=species:S:1:pos:R:3:forces:R:3 method="wB97M-V/def2-TZVPD" e_homo_ev=-10.68 total_energy_ev=-62794.894 total_charge=+1 lumo_ha=-0.1212
O 0.380922 -2.707823 1.670786 0.6 2.8 -2.2
O 2.323109 1.316059 2.015427 -1.0 -0.2 -2.9
C 0.718697 -1.795676 0.835085 -1.6 -1.2 1.4
C 2.133485 1.187204 0.776864 1.1 -0.7 3.5
C -3.170675 -1.062893 -0.101944 0.4 -2.5 0.9
N -3.864233 -1.236155 0.987218 -1.3 1.3 1.4
N 3.166081 1.344695 -0.074048 -0.1 0.6 1.4
N -2.727440 0.128991 -0.282965 1.7 3.2 -2.2
N 0.284980 -0.493568 0.964111 0.2 -1.0 0.5
N -2.820887 -2.115793 -0.815808 -1.3 0.1 0.7
C 1.458784 -2.178143 -0.417394 0.4 -1.7 1.0
C 4.513078 1.789482 0.271873 -0.1 -0.7 0.2
C -1.832851 0.419096 -1.428056 -0.5 0.7 -1.1
C -1.117865 1.754985 -1.175184 1.6 -1.0 0.0
C -0.215429 1.740564 0.108122 -0.8 0.4 -1.8
C 0.803743 0.657637 0.171738 0.6 -1.2 2.0
H -4.139889 -2.147153 1.331588 0.1 0.4 0.5
H -3.931258 -0.329032 1.484191 -0.7 -1.9 0.4
H 2.967189 1.265224 -1.017409 -0.3 -0.3 -2.1
H -2.951780 0.895715 0.371459 0.3 -0.9 -0.5
H -0.270724 -0.374554 1.838119 0.8 0.4 -0.5
H -3.343466 -2.985703 -0.675697 0.4 0.0 -0.1
H -2.225985 -2.007828 -1.583948 0.7 0.0 -1.7
H 0.964354 -1.790629 -1.289623 -0.1 0.3 -0.5
H 1.446676 -3.327064 -0.446809 0.4 1.8 -0.1
H 2.484222 -1.790980 -0.307289 -0.2 -0.3 -0.4
H 4.960878 1.970352 -0.708249 0.5 -0.3 0.4
H 5.025033 1.042804 0.912532 -0.1 0.2 -0.8
H 4.576098 2.694475 0.842990 -0.5 0.7 0.3
H -1.094948 -0.411026 -1.517700 -0.5 0.7 0.1
H -2.415270 0.521464 -2.439733 1.0 -0.4 2.0
H -1.843361 2.518736 -0.984186 -0.5 0.7 -0.4
H -0.493517 1.988417 -2.090942 -0.9 -0.1 1.0
H 0.253767 2.703354 0.204896 0.1 0.5 0.0
H -0.875317 1.643015 0.930148 -0.5 0.0 1.1
H 1.044266 0.233004 -0.770387 0.1 -0.1 -1.2
O -3.769697 -4.798745 -0.447091 -1.3 -0.2 1.3
H -4.523316 -4.937749 0.212189 1.9 0.0 -1.4
H -2.912112 -5.006381 -0.000836 -0.9 0.2 0.3
O -3.115960 1.789276 2.478789 0.1 3.1 -1.0
H -4.035476 2.148310 2.312825 1.7 -0.4 0.5
H -2.498536 2.635588 2.417834 -1.9 -2.4 0.2
O 0.494699 -0.183667 -3.883426 1.3 2.6 -3.0
H 1.078663 0.612291 -3.573941 -1.6 -1.8 -0.3
H 0.436803 0.074456 -4.905879 -0.1 -1.1 3.3
O 5.379687 0.538712 -2.869047 0.9 0.9 -3.1
H 5.403181 0.011626 -3.770331 0.1 1.8 2.7
H 5.851700 1.436112 -3.019875 -1.1 -2.4 0.1
O -1.877175 5.096331 0.268060 -0.8 0.0 -2.5
H -2.762878 5.140745 -0.261101 2.8 0.0 1.2
H -1.069518 5.168652 -0.390393 -2.4 -0.2 1.9
O -1.240240 0.026997 3.610913 -2.0 0.1 0.5
H -1.660396 -0.288272 4.484529 0.9 0.8 -2.2
H -1.958840 0.495144 3.072965 1.1 -1.0 1.7
O 5.364232 -1.090833 -0.677174 3.0 1.1 -2.3
H 6.387226 -1.297330 -0.789141 -3.3 0.6 0.3
H 5.180980 -0.371054 -1.401342 0.6 -1.9 1.7
O 2.863518 -4.324820 1.786559 -1.6 2.3 -0.7
H 1.888275 -3.974017 1.725027 2.9 -0.9 0.4
H 3.471983 -3.490734 1.577208 -1.7 -2.2 0.6
O 0.392677 -3.474016 4.499450 1.5 -2.7 -0.3
H 1.105864 -4.280681 4.521544 -3.0 3.0 -0.6
H -0.241311 -3.576765 3.734986 1.5 -0.2 1.0
O -1.226529 -4.475660 0.409260 0.1 -0.1 -3.5
H -1.278636 -4.516520 -0.635335 0.7 0.2 3.2
H -0.498256 -3.836194 0.617125 -0.5 -0.4 0.3
O 1.834270 2.064311 -3.295526 3.3 1.3 -2.2
H 1.778196 2.933683 -2.824433 0.2 -1.1 -0.9
H 2.632442 2.137416 -4.035019 -3.1 0.0 3.1
O -4.220123 -3.695275 2.913260 -3.3 -1.7 -1.3
H -4.951136 -4.230217 2.328197 2.6 1.9 2.5
H -4.654317 -3.614834 3.804514 0.6 -0.2 -1.3
O 4.476546 -2.367963 1.418285 1.0 2.6 0.6
H 4.532288 -1.741930 2.212849 -0.1 -1.4 -1.8
H 4.818281 -1.855160 0.608506 -0.7 -0.7 1.4
O -1.758571 -1.845361 -3.488734 2.9 -1.2 -1.4
H -0.822210 -1.390634 -3.565230 -2.3 -0.8 0.1
H -1.608240 -2.710924 -4.008216 -0.5 2.0 1.2
O 6.946368 3.962482 1.617867 2.4 -0.6 -2.2
H 7.130419 3.559785 0.675832 -0.4 1.3 2.9
H 7.861769 4.278817 1.925683 -2.0 -0.7 -0.7
O 0.225062 5.081958 -1.345323 1.4 -1.7 -3.3
H 1.094108 4.589190 -1.605726 -2.3 1.5 1.0
H -0.350711 4.965283 -2.181232 1.3 0.3 1.7
O -6.140175 0.341457 2.300077 -1.6 3.0 -0.1
H -5.888960 1.298034 2.026728 -0.8 -2.4 0.6
H -7.114981 0.481626 2.574734 2.3 -0.5 -0.6
O 3.036983 2.209761 4.693826 2.1 -1.9 -1.2
H 4.022611 1.897190 4.699348 -2.8 0.9 0.0
H 2.642386 1.651904 3.952112 0.7 1.1 1.3
O -5.132484 1.069701 -2.898026 -0.9 -3.2 -0.4
H -4.965837 0.114817 -3.288702 -0.5 2.9 1.2
H -6.019525 1.005638 -2.456566 1.2 0.1 -0.6
O -3.087172 2.724943 -3.632373 -2.3 -1.8 -1.6
H -3.245495 2.595417 -4.658619 0.3 0.3 3.3
H -3.872874 2.176830 -3.162217 2.3 1.7 -1.9